8
Properties=species:S:1:pos:R:3:forces:R:3 method="wB97M-V/def2-TZVPD" gap_ev="5.58 / 5.59" total_charge=0 e_homo_ev="-8.46 / -8.47"
Cl -4.028 0.994 -0.007 1.250 -0.762 -0.004
S -1.633 -1.129 -0.005 0.718 -0.352 0.013
N 1.182 0.783 0.075 -0.086 0.393 -0.032
N 1.054 -0.625 0.042 0.711 -0.538 -0.066
C -0.064 -1.267 0.011 -2.290 1.716 -0.044
H 1.124 1.172 -0.866 -0.062 -0.323 0.107
H 0.424 1.185 0.622 0.049 -0.215 0.018
H 1.940 -1.113 0.127 -0.290 0.079 0.008

8
Properties=species:S:1:pos:R:3:forces:R:3 method="wB97M-V/def2-TZVPD" gap_ev="6.88 / 6.93" total_charge=0 e_homo_ev="-8.80 / -8.76"
Cl 2.209 -0.488 -0.736 -0.140 -0.244 0.572
S -0.965 1.550 -2.708 0.442 -0.687 0.486
N -0.320 -0.195 -0.060 -0.423 0.072 0.120
N 0.011 -0.365 1.327 1.904 1.285 -1.294
C 0.546 -0.322 -1.020 -1.114 1.268 -1.324
H -1.281 0.092 -0.488 1.881 -0.531 1.641
H 0.492 0.428 1.784 -0.553 -0.382 -0.975
H -0.691 -0.700 1.900 -1.997 -0.781 0.775

8
Properties=species:S:1:pos:R:3:forces:R:3 method="wB97M-V/def2-TZVPD" gap_ev="6.88 / 8.08" total_charge=0 e_homo_ev="-7.92 / -8.34"
Cl -3.204 -0.527 -0.067 -0.607 -0.021 -0.111
S 1.068 2.168 0.554 -0.195 0.677 0.120
N -0.574 -0.912 0.239 1.555 -2.768 0.382
N 1.445 0.796 -0.186 1.716 0.401 -2.339
C -1.517 -0.222 -0.028 0.004 -0.340 0.318
H 1.224 -0.063 0.224 -0.369 -1.083 0.617
H -0.261 -1.948 0.426 -1.539 2.589 -0.436
H 1.819 0.707 -1.163 -0.566 0.546 1.449

ΔE to the lowest compared entry with this formula, charge and spin per entry: 318.1; 518.6; 340.4 kJ/mol